23
Properties=species:S:1:pos:R:3:mulliken_charge:R:1 method="wB97M-V/def2-TZVPD" e_above_lowest_kj_mol=126.1 smiles=NCCCCS.O.O charge=0 energy_ev=-20810.567 e_lumo_ev=0.507 fmax_ha_per_bohr=0.0340
N 0.02 1.61 1.68 -0.604
C -0.98 0.65 2.14 -0.540
C -1.03 -0.72 1.40 -0.773
C -0.52 -0.84 -0.07 0.440
C -1.53 -1.19 -1.17 -0.702
S -1.61 -0.11 -2.59 -0.253
H -0.47 2.34 1.19 0.280
H 0.71 1.13 1.13 0.312
H -0.71 0.36 3.17 0.220
H -2.01 1.00 2.30 0.359
H -0.54 -1.47 2.01 0.294
H -2.05 -1.16 1.32 0.402
H 0.19 -1.66 -0.11 0.355
H -0.03 0.09 -0.33 -0.587
H -2.56 -1.08 -0.82 0.268
H -1.35 -2.25 -1.39 0.400
H -0.38 -0.06 -3.09 0.105
O 1.90 1.15 -1.93 -0.626
H 1.38 1.02 -1.13 0.327
H 1.50 2.00 -2.18 0.326
O 3.31 -0.35 -0.08 -0.638
H 3.71 0.37 -0.56 0.314
H 3.07 -0.82 -0.89 0.321